Record 1
Below is C5H6N2 in the gas phase at a distorted geometry, with properties calculated with wB97M-V/def2-TZVPD.

```
13
Properties=species:S:1:pos:R:3:mulliken_charge:R:1
N 3.56409 -0.48193 -0.41166 -0.43
C 2.42072 -0.46505 -0.18130 -0.02
C 0.99878 -0.75901 0.07024 0.24
C 0.03575 -0.48372 -1.05982 -0.83
C -0.64720 0.64174 -0.36605 0.32
N -1.65537 1.25464 -0.73577 -0.60
C 0.34177 0.50919 0.83131 -0.66
H 0.94190 -1.74939 0.43116 0.41
H -0.56464 -1.28655 -1.16515 0.29
H 0.34616 -0.24793 -2.02824 0.39
H -2.22054 1.88643 -0.24771 0.23
H 1.09356 1.31525 0.76269 0.35
H -0.23473 0.18908 1.72607 0.30
```

Computed properties:
Energy above the lowest of the compared OMol25 structures with the same formula, charge and spin: 53.4 kcal per mole
HOMO energy: -0.3512 Eh
Orbital gap: 0.3771 Eh
LUMO energy: 0.70 eV
SMILES: N#CC1CC(=N)C1

Record 2
Below is C3H5NO2 in the gas phase at a distorted geometry, with properties calculated with wB97M-V/def2-TZVPD.

```
11
Properties=species:S:1:pos:R:3:mulliken_charge:R:1
O -1.87587 0.17843 1.03485 -0.44
C -1.26040 -0.08324 -0.10339 0.10
N -0.47218 0.94724 -0.51673 -0.12
C 0.80769 0.56488 -0.04169 -0.54
C 0.84004 -0.91943 -0.24301 -0.07
O -0.58594 -1.27652 -0.14492 -0.29
H -0.79278 1.89717 -0.32403 0.26
H 1.62814 1.15174 -0.45156 0.25
H -0.83842 0.24526 1.58065 0.37
H 1.44455 -1.48507 0.47577 0.24
H 1.10515 -1.22046 -1.26594 0.24
```

Computed properties:
Energy above the lowest of the compared OMol25 structures with the same formula, charge and spin: 118.9 kcal per mole
HOMO energy (alpha / beta): -0.2886 / -0.2915 Eh
Orbital gap (alpha / beta): 0.2889 / 0.2975 Eh
LUMO energy (alpha / beta): 0.01 / 0.16 eV

Record 3
Below is 9 unconnected molecules or ions with the total composition C36H59N9 at a distorted geometry, with properties calculated with wB97M-V/def2-TZVPD.

```
104
Properties=species:S:1:pos:R:3:mulliken_charge:R:1
C -2.91891 3.78309 -0.49624 -0.65
C -2.32930 3.99851 0.88303 0.63
C -2.87380 5.26705 1.56193 -0.91
C -2.25704 6.51469 1.18218 -0.01
N -1.78269 7.51270 0.82165 -0.50
H -2.02022 3.60183 -1.08581 -0.31
H -3.57216 4.59619 -0.81285 0.26
H -3.54532 2.89249 -0.44585 0.38
H -1.24345 4.09185 0.90030 -0.62
H -2.78798 3.12853 1.35296 0.23
H -2.64926 5.18639 2.62550 0.33
H -3.95396 5.26321 1.41584 0.76
C -3.40395 0.44576 -4.40888 -1.35
C -2.58035 -0.83602 -4.09847 0.82
C -2.79143 -2.07210 -5.08803 -0.57
C -1.64579 -3.01316 -5.08204 0.20
N -0.67861 -3.70937 -4.96052 -0.55
H -4.48476 0.30704 -4.38239 0.52
H -3.08289 0.92449 -5.33401 0.36
H -3.24852 1.15547 -3.59634 0.08
H -2.85205 -1.06808 -3.06870 -0.40
H -1.51289 -0.63561 -4.19048 0.19
H -2.91934 -1.78633 -6.13211 0.35
H -3.68307 -2.54682 -4.67850 0.39
C 2.86168 5.59305 1.58501 -0.85
C 2.16626 5.57764 2.98210 -0.74
C 0.83434 4.82048 3.11623 0.14
C 0.85578 3.47083 2.59609 -0.69
N 0.90443 2.37747 2.16765 0.06
H 3.76985 6.18097 1.71801 0.44
H 2.19178 6.00104 0.82812 0.26
H 3.12343 4.55580 1.37597 0.02
H 1.90463 6.61579 3.18674 0.51
H 2.87688 5.26272 3.74626 0.36
H -0.04788 5.28089 2.67148 -0.27
H 0.53995 4.67245 4.15524 0.50
C 3.95499 1.34709 1.88186 -1.15
C 4.63440 1.73595 3.28369 0.04
C 4.37641 0.69335 4.34507 -0.75
C 4.22424 -0.68068 4.03733 0.34
N 4.11547 -1.79173 3.80808 -0.48
H 3.91977 2.10169 1.09609 0.42
H 2.96094 0.90714 1.96195 0.13
H 4.48838 0.47734 1.49829 0.46
H 4.17352 2.61523 3.73375 -0.10
H 5.65080 2.12482 3.22190 0.44
H 3.48763 0.94227 4.92491 0.24
H 5.19465 0.64884 5.06382 0.33
C 4.32481 -5.90079 0.90136 -1.33
C 3.96984 -4.37508 1.07382 -0.77
C 2.51982 -4.07206 0.86386 0.32
C 1.34342 -4.79306 1.44010 0.25
N 0.35004 -5.37683 1.80452 -0.61
H 4.17124 -6.33964 -0.08450 0.33
H 3.81291 -6.53991 1.62079 0.35
H 5.37716 -5.97140 1.17647 0.41
H 4.50386 -3.59381 0.53297 0.48
H 4.31901 -4.10037 2.06916 0.25
H 2.37674 -4.20896 -0.20800 0.32
H 2.42467 -2.99118 0.96759 0.28
C -0.45377 -4.91359 -1.58172 -0.45
C -1.61444 -5.56808 -0.90594 -0.13
C -1.56901 -7.00789 -1.13972 -0.79
C -0.44028 -7.68604 -0.61002 0.33
N 0.39808 -8.35188 -0.08636 -0.56
H 0.52671 -5.08712 -1.13827 0.07
H -0.71327 -3.86352 -1.44717 -0.17
H -0.45873 -5.02087 -2.66641 0.45
H -2.61333 -5.27466 -1.22878 0.36
H -1.67767 -5.30746 0.15056 0.16
H -1.66894 -7.30342 -2.18411 0.35
H -2.32920 -7.58494 -0.61320 0.32
C -3.49170 -1.66636 0.29530 -1.42
C -3.80629 -2.62482 1.58933 -0.53
C -2.97505 -2.49997 2.95126 -0.59
C -1.54478 -1.91929 2.76650 -0.13
N -0.44970 -1.56122 2.61866 -0.23
H -3.60912 -0.62878 0.60795 0.40
H -4.20267 -1.78731 -0.52199 0.53
H -2.47654 -1.84896 -0.05714 0.08
H -3.66418 -3.60215 1.12811 0.09
H -4.88167 -2.63638 1.76683 0.54
H -3.16200 -3.33047 3.63200 0.42
H -3.44304 -1.73730 3.57370 0.45
N -1.11289 4.56855 -3.70487 0.12
C -0.47700 5.55789 -2.98137 -0.78
C 0.67913 5.05233 -2.46904 -0.39
C 0.82124 3.68932 -2.93283 -0.34
C -0.26753 3.46564 -3.64965 -0.75
H -1.91676 4.68302 -4.30553 0.26
H -1.04208 6.46825 -2.84603 0.44
H 1.42092 5.66658 -1.98032 0.49
H 1.53780 2.94773 -2.61193 0.52
H -0.56438 2.53452 -4.10932 0.39
N 0.46768 0.01424 0.20067 0.71
C 0.80191 -1.14157 -0.49193 -0.78
C 0.60840 -1.04763 -1.81287 -1.53
C -0.00674 0.23009 -1.96298 0.89
C -0.04835 0.89926 -0.72689 -1.25
H 0.48772 0.14038 1.20256 0.29
H 1.04935 -2.00607 0.10625 0.58
H 0.88186 -1.80743 -2.53004 0.59
H -0.36669 0.76400 -2.83003 0.01
H -0.47109 1.86423 -0.48915 0.44
```

Computed properties:
Multiplicity: 2
HOMO energy (alpha / beta): 0.0173 / -0.2115 Eh
Orbital gap (alpha / beta): 0.0642 / 0.2943 Eh
LUMO energy (alpha / beta): 2.22 / 2.25 eV
Net charge: -1

Record 4
Below is a molecular structure, C32H38N4OSc at a distorted geometry, with properties calculated with wB97M-V/def2-TZVPD.

```
76
Properties=species:S:1:pos:R:3:mulliken_charge:R:1
Sc 11.66154 15.31250 9.23866 0.26
C 10.65136 15.22122 13.03148 -0.52
C 9.90280 13.95300 12.78345 -0.78
C 10.14548 13.36197 11.38406 -1.37
N 9.99754 14.33546 10.24851 0.82
C 8.79024 14.85565 10.03327 0.79
C 7.56653 14.25391 10.49882 -0.84
C 6.37530 14.87526 10.80938 -0.38
C 6.10604 16.25972 10.72589 -0.85
C 6.60741 17.13470 9.75599 -0.39
C 7.71956 16.95216 8.97544 -0.71
C 8.75742 15.95526 9.04160 0.86
N 9.86637 15.94071 8.31399 0.21
C 10.07224 16.57260 7.01568 -1.16
C 10.69448 17.97019 7.11741 -0.67
C 12.18494 18.06633 7.57542 -0.97
N 12.61734 17.21309 8.70835 0.14
C 13.54920 17.68979 9.55628 0.64
C 14.43966 18.68874 9.15152 -0.87
C 14.97667 19.66727 9.99697 -0.28
C 15.08984 19.61302 11.37342 -0.66
C 15.03486 18.48801 12.19003 -0.30
C 14.54266 17.19021 11.98537 -0.81
C 13.75762 16.87729 10.83557 0.81
N 13.06027 15.72424 10.77324 -0.14
C 13.07029 14.85038 11.91357 -1.49
C 12.17546 15.13474 13.11932 -0.43
H 10.33334 15.69034 13.94736 0.45
H 10.36162 15.90918 12.22044 0.02
H 8.83341 14.03703 13.01076 0.36
H 10.19547 13.18259 13.53742 0.47
H 9.44194 12.51830 11.12458 0.53
H 11.11944 12.89305 11.38854 0.42
H 7.68614 13.17793 10.67047 0.37
H 5.49791 14.25504 11.01955 0.40
H 5.20831 16.56963 11.26832 0.36
H 5.99615 18.01263 9.53280 0.35
H 7.91694 17.71933 8.19793 0.15
H 9.18176 16.64171 6.36180 0.54
H 10.70356 15.91517 6.42496 0.25
H 10.01936 18.62046 7.70309 0.31
H 10.71970 18.44382 6.09405 0.39
H 12.46627 19.10978 7.82697 0.55
H 12.88451 17.82612 6.75265 0.45
H 14.48248 18.73601 8.03372 0.53
H 15.28487 20.56805 9.51163 0.40
H 15.28863 20.57252 11.83880 0.36
H 15.36490 18.65309 13.21377 0.33
H 14.58062 16.44798 12.77331 0.27
H 14.11128 14.77786 12.28702 0.61
H 12.88522 13.86734 11.45806 0.41
H 12.51711 16.08481 13.53396 0.41
H 12.41286 14.30164 13.80182 0.33
C 11.41501 7.64562 5.66744 -1.36
C 11.87465 8.98954 6.03333 0.44
C 10.91151 9.94702 6.42833 -0.80
C 11.22842 11.22427 6.84524 0.77
C 10.04292 12.11830 7.00668 -0.86
C 12.61803 11.60326 6.98727 0.93
C 12.93352 12.97281 7.23589 -0.41
O 12.18535 13.79051 7.92121 -0.55
C 13.63848 10.60632 6.68228 0.73
C 15.10179 10.87853 6.96313 -1.64
C 13.22468 9.38818 6.20451 -0.70
H 10.74597 7.23993 6.42396 0.37
H 12.29808 6.97821 5.52705 0.35
H 10.80268 7.71233 4.77130 0.34
H 9.87265 9.74568 6.49803 0.54
H 9.36120 11.73484 7.83807 0.40
H 9.45802 11.97042 6.07974 0.52
H 10.32511 13.16526 7.14640 -0.68
H 13.88095 13.34171 6.81899 0.37
H 15.28799 11.16190 7.99276 0.37
H 15.54647 11.68674 6.39490 0.36
H 15.70183 9.98448 6.77450 0.39
H 13.98237 8.58167 5.98788 0.19
```

Computed properties:
Energy above the lowest of the compared OMol25 structures with the same formula, charge and spin: 34.1 kcal per mole
HOMO energy: -0.3523 Eh
Orbital gap: 0.2110 Eh
LUMO energy: -3.84 eV
Net charge: +1

Record 5
Below is a gas-phase ion, C6H10 (charge -1) at a distorted geometry, with properties calculated with wB97M-V/def2-TZVPD.

```
16
Properties=species:S:1:pos:R:3:mulliken_charge:R:1
C -1.88127 0.03977 -0.44537 -1.33
C -0.59379 -0.27760 0.24086 0.92
C -0.58229 -1.11608 1.36026 -1.26
C 0.63849 1.27592 -1.24049 -1.19
C 0.58404 0.30690 -0.21850 0.62
C 1.91606 -0.18495 0.30596 -1.60
H -1.72689 0.25690 -1.50540 0.28
H -2.62226 -0.76031 -0.37052 0.37
H -2.32719 0.96397 -0.06131 0.22
H 0.25578 -1.12748 2.01899 0.25
H -1.50642 -1.59036 1.68022 0.29
H 1.42891 2.01373 -1.23807 0.23
H -0.24287 1.58282 -1.79548 0.18
H 1.96783 -1.25549 0.08351 0.32
H 2.69212 0.25921 -0.32211 0.41
H 2.08675 0.02868 1.35951 0.27
```

Computed properties:
Multiplicity: 2
Energy above the lowest of the compared OMol25 structures with the same formula, charge and spin: 0.0 kcal per mole
HOMO energy (alpha / beta): 0.0030 / -0.0863 Eh
Orbital gap (alpha / beta): 0.1641 / 0.2504 Eh
LUMO energy (alpha / beta): 4.55 / 4.47 eV
Net charge: -1

Record 6
Below is a molecular structure, C2H8N4O2Sn at a distorted geometry, with properties calculated with wB97M-V/def2-TZVPD.

```
17
Properties=species:S:1:pos:R:3:mulliken_charge:R:1
Sn 3.14531 28.73177 0.88127 0.83
C 6.77280 27.59028 -0.30788 0.74
O 6.01394 28.15798 0.48968 -0.66
N 7.64413 26.70562 0.10854 -0.39
N 6.63295 27.68803 -1.58218 -0.36
H 7.75310 26.54027 1.09894 0.23
H 8.22903 26.15329 -0.50213 0.17
H 5.80355 28.15673 -1.91759 0.18
H 7.40475 27.38097 -2.15676 0.19
C -0.41016 29.27407 2.52442 0.70
O 0.78773 29.21685 2.65412 -0.63
N -1.21919 29.91981 3.24857 -0.38
N -1.06597 28.46539 1.75785 -0.38
H -0.85183 30.43417 4.03635 0.23
H -2.20561 30.03770 3.06642 0.18
H -2.07357 28.52288 1.71836 0.18
H -0.44433 28.01589 1.10088 0.18
```

Computed properties:
Multiplicity: 2
Energy above the lowest of the compared OMol25 structures with the same formula, charge and spin: 3.6 kcal per mole
HOMO energy (alpha / beta): -0.4093 / -0.4955 Eh
Orbital gap (alpha / beta): 0.2177 / 0.3094 Eh
LUMO energy (alpha / beta): -5.21 / -5.06 eV
Net charge: +1

Record 7
Below is a molecular structure, C26H27FNOP2PtS at a distorted geometry, with properties calculated with wB97M-V/def2-TZVPD.

```
60
Properties=species:S:1:pos:R:3:mulliken_charge:R:1
Pt -1.57435 -1.08764 -0.39717 0.84
N 1.13023 0.75829 0.14634 0.04
P 1.82106 0.29815 -1.24317 1.16
C 3.59648 0.16360 -0.96037 0.18
C 4.02799 -0.94469 -0.23443 -0.13
C 5.36562 -1.13270 0.13566 -0.62
C 6.33295 -0.26994 -0.32151 -0.53
C 5.90622 0.76060 -1.17479 -0.51
C 4.58453 0.97359 -1.51388 -0.37
C 1.36788 -1.23000 -1.96731 0.35
C 1.52916 -1.45065 -3.34069 -0.59
C 1.05463 -2.58591 -4.01216 -0.68
C 0.35489 -3.52376 -3.24756 -0.85
C -0.01019 -3.19217 -1.93835 -0.37
C 0.49739 -2.05567 -1.28823 -1.16
P -0.63836 0.63946 0.60638 0.10
C -0.24575 0.14316 2.24318 0.75
C -0.23111 1.09728 3.25963 -0.40
C -0.20061 0.62559 4.57533 -0.63
C 0.01971 -0.71695 4.83452 -0.45
C 0.28477 -1.62508 3.78980 -0.91
C 0.19737 -1.14869 2.47779 -0.20
C -1.37091 2.23912 0.69354 0.53
C -0.73503 3.48478 0.48427 -0.13
C -1.47693 4.62824 0.40464 -0.62
C -2.82346 4.64998 0.68388 -0.54
C -3.37327 3.46575 1.18113 -0.65
C -2.72214 2.25603 1.07776 -0.35
H 1.63284 1.38451 0.74178 0.47
H 3.31978 -1.69632 0.12802 0.16
H 5.58512 -2.02164 0.74093 0.41
H 7.38949 -0.41417 -0.13227 0.45
H 6.60652 1.46692 -1.64396 0.39
H 4.29367 1.72203 -2.24467 0.43
H 1.98278 -0.73074 -3.98984 0.49
H 1.23216 -2.74705 -5.08625 0.45
H 0.06744 -4.49370 -3.67884 0.46
H -0.74027 -3.82002 -1.37736 0.47
H 0.46636 -2.10417 -0.18266 1.26
H -0.48717 2.14445 3.04941 0.41
H -0.45926 1.35184 5.39710 0.38
H -0.02568 -1.08428 5.86809 0.43
H 0.58056 -2.65305 4.01636 0.47
H 0.47610 -1.75913 1.60901 0.29
H 0.36111 3.57371 0.41043 0.33
H -0.95094 5.56125 0.23320 0.42
H -3.44566 5.54079 0.53166 0.45
H -4.40939 3.50485 1.61553 0.37
H -3.21036 1.30227 1.32290 0.41
F 1.30070 1.16286 -2.49628 -0.35
C -4.08906 0.08472 -2.10333 -0.99
S -3.68776 -1.33645 -0.93641 0.82
C -4.92569 -1.82631 0.36548 -1.00
O -3.59808 -2.52989 -1.86207 -0.52
H -4.59743 -0.37669 -2.93631 0.42
H -3.19472 0.57225 -2.42198 0.37
H -4.72704 0.78522 -1.58744 0.39
H -5.68700 -1.08659 0.34224 0.40
H -4.41973 -1.89267 1.31490 0.38
H -5.30813 -2.80457 0.03844 0.42
```

Computed properties:
Multiplicity: 5
Energy above the lowest of the compared OMol25 structures with the same formula, charge and spin: 46.5 kcal per mole
HOMO energy (alpha / beta): -0.5362 / -0.6336 Eh
Orbital gap (alpha / beta): 0.2087 / 0.1576 Eh
LUMO energy (alpha / beta): -8.91 / -12.95 eV
Net charge: +3

Record 8
Below is a molecular structure, C13H13EuN2O8S at a distorted geometry, with properties calculated with wB97M-V/def2-TZVPD.

```
38
Properties=species:S:1:pos:R:3:mulliken_charge:R:1
Eu 0.54709 0.10589 -0.25850 1.42
O 1.88049 -1.42730 -1.75911 -0.53
C 3.21603 -0.93978 -1.92862 -0.69
C 3.23249 0.53539 -2.28276 -0.84
N 2.53433 1.36817 -1.31814 0.38
C 1.81465 2.45903 -1.98328 -0.68
C 0.63984 1.89262 -2.80183 0.55
O 0.46520 2.32452 -3.94674 -0.75
O -0.00807 0.98562 -2.18336 -0.62
C 3.36179 1.71080 -0.15754 -0.61
C 3.32223 0.61748 0.92736 0.54
O 4.38130 0.23002 1.43186 -0.73
O 2.13481 0.22532 1.18915 -0.66
H 1.40820 -1.37473 -2.60855 0.36
H 3.72894 -1.12249 -0.98863 0.31
H 3.72358 -1.51471 -2.70856 0.42
H 4.28140 0.85212 -2.38190 0.37
H 2.75556 0.66367 -3.25613 0.44
H 1.40573 3.12445 -1.22429 0.40
H 2.45276 3.04093 -2.65357 0.29
H 4.40368 1.88975 -0.43807 0.24
H 2.96308 2.61478 0.30036 0.35
O -1.93209 1.27146 3.30735 -0.67
S -2.48736 0.96154 2.01254 1.10
O -3.30361 1.95894 1.36432 -0.68
N -1.39056 0.36382 1.01798 -0.42
C -1.62384 -0.94635 0.75131 0.73
O -0.90889 -1.65135 0.03462 -0.82
C -2.85771 -1.49034 1.42626 0.12
C -3.38678 -2.75864 1.36334 -0.48
C -4.54640 -3.01426 2.08703 -0.54
C -5.14882 -2.01044 2.85195 -0.38
C -4.60389 -0.73396 2.90740 -0.57
C -3.44996 -0.51085 2.17507 0.06
H -2.89758 -3.51726 0.76319 0.49
H -4.99040 -4.00272 2.05995 0.37
H -6.05334 -2.23053 3.40993 0.37
H -5.06387 0.04939 3.49860 0.41
```

Computed properties:
Multiplicity: 8
Energy above the lowest of the compared OMol25 structures with the same formula, charge and spin: 0.0 kcal per mole
HOMO energy (alpha / beta): -0.0992 / -0.2259 Eh
Orbital gap (alpha / beta): 0.1965 / 0.3231 Eh
LUMO energy (alpha / beta): 2.65 / 2.64 eV
Net charge: -1